A:
This record from the Open Molecules 2025 dataset describes a 2-piece molecular cluster, C9H16N3O overall. The level of theory is wB97M-V/def2-TZVPD.

Last column: Löwdin charge in e.
CARTESIAN COORDINATES (ANGSTROEM)
C1 1.78838 -0.61522 -2.33703  -0.062
C2 2.45806 -0.87239 -0.05844  -0.401
N1 1.56745 -0.45057 -0.92080  0.080
N2 3.52442 -1.57243 -0.57477  0.168
N3 2.40461 -0.76473 1.26473  0.228
H1 0.70730 0.04093 -0.66306  0.119
H2 3.30596 -2.36900 -1.16305  0.129
H3 4.31387 -1.77558 0.01044  0.116
H4 1.56136 -0.55391 1.77024  0.093
H5 3.14676 -1.04860 1.86855  0.129
H6 1.46513 -1.58587 -2.72740  0.101
H7 2.69366 -0.27336 -2.83126  0.104
H8 1.06623 0.01189 -2.88597  0.098
C3 -2.39620 1.77283 -1.61988  -0.051
C4 -1.43059 -0.01944 2.16106  -0.325
C5 -0.51961 0.75907 1.50051  -0.077
C6 -2.72446 -0.22504 1.64313  0.021
C7 -0.79420 1.34602 0.27913  -0.087
C8 -2.92555 0.26093 0.34744  -0.025
C9 -2.01939 1.08111 -0.34379  -0.273
O1 -0.99212 -0.67579 3.26230  0.054
H9 0.36384 1.08970 2.03077  0.120
H10 -1.57916 -1.14882 3.85282  0.118
H11 -3.43009 -0.90311 2.09864  0.120
H12 -0.23531 2.22343 -0.03764  0.133
H13 -3.97632 0.30596 0.06312  0.122
H14 -3.23414 1.45256 -2.23753  0.084
H15 -1.59277 1.67482 -2.36256  0.073
H16 -2.51714 2.83462 -1.38969  0.092

Summary:
charge = +1
HOMO energy = -11.549 eV
2S+1 = 1
gap between HOMO and LUMO = 8.9 eV


B:
This record from the Open Molecules 2025 dataset describes a 2-piece molecular cluster, C9H16N3O overall. The level of theory is wB97M-V/def2-TZVPD.

Last column: Löwdin charge in e.
CARTESIAN COORDINATES (ANGSTROEM)
C1 -0.86949 2.40940 1.79982  -0.027
C2 -0.69833 -0.02437 2.51244  -0.317
N1 -0.66887 0.91287 1.50526  0.020
N2 -0.97774 0.50353 3.79152  0.163
N3 -0.62098 -1.40862 2.24703  0.161
H1 -0.44920 0.64760 0.53462  0.095
H2 -0.56793 1.38280 4.01079  0.089
H3 -1.13038 -0.17033 4.55122  0.132
H4 -0.23523 -1.88315 1.35520  0.096
H5 -0.50440 -1.87248 3.15242  0.113
H6 0.04620 2.86766 2.37688  0.120
H7 -1.79153 2.30931 2.47463  0.102
H8 -1.05737 2.85015 0.75693  0.111
C3 -0.48083 1.43967 -3.07942  -0.052
C4 1.32253 -1.90863 -0.98272  -0.341
C5 -0.00375 -1.48075 -0.63571  -0.058
C6 1.98483 -1.44344 -2.08776  -0.039
C7 -0.55909 -0.41428 -1.43919  -0.096
C8 1.51065 -0.30124 -2.66149  -0.011
C9 0.20137 0.27610 -2.33414  -0.265
O1 1.84120 -2.89103 -0.20367  0.054
H9 -0.67926 -2.25080 -0.11641  0.141
H10 2.73957 -2.99106 -0.59227  0.121
H11 2.97243 -2.01720 -2.41013  0.174
H12 -1.50551 -0.08948 -1.01164  0.115
H13 2.07449 0.38908 -3.41981  0.153
H14 0.38174 1.78900 -3.67247  0.068
H15 -1.08206 2.26859 -2.57876  0.098
H16 -1.19306 1.10110 -3.84316  0.081

Summary:
charge = +1
HOMO energy = -11.656 eV
2S+1 = 1
gap between HOMO and LUMO = 9.0 eV


C:
This record from the Open Molecules 2025 dataset describes a 2-piece molecular cluster, C9H16N3O overall. The level of theory is wB97M-V/def2-TZVPD.

Last column: Löwdin charge in e.
CARTESIAN COORDINATES (ANGSTROEM)
C1 3.46161 0.17785 -2.56850  -0.028
C2 2.86997 -0.30672 -0.24243  -0.442
N1 1.77598 -0.97543 -0.56921  0.238
N2 3.75713 0.06808 -1.14283  0.045
N3 2.99567 0.11320 1.03495  0.197
H1 1.70000 -1.34096 -1.50949  0.123
H2 1.19393 -1.44049 0.13648  0.096
H3 4.59930 0.52609 -0.83264  0.158
H4 3.77057 0.73760 1.25548  0.130
H5 2.80223 -0.48755 1.82407  0.128
H6 2.69433 0.92255 -2.75857  0.104
H7 3.07900 -0.77125 -2.95611  0.088
H8 4.38002 0.32332 -3.12694  0.102
C3 -4.17923 1.79956 -0.00477  -0.039
C4 -1.14978 -1.01017 1.14892  -0.329
C5 -1.58730 -1.00702 -0.16554  -0.028
C6 -1.72206 -0.18252 2.09777  -0.017
C7 -2.54955 -0.07552 -0.52786  -0.036
C8 -2.64683 0.77069 1.69404  -0.037
C9 -3.01956 0.88673 0.36202  -0.265
O1 -0.14738 -1.91130 1.45331  -0.006
H9 0.04233 -2.11231 2.37428  0.117
H10 -1.16349 -1.68831 -0.88759  0.111
H11 -1.43630 -0.28196 3.13409  0.115
H12 -3.03069 -0.16951 -1.48631  0.117
H13 -2.99262 1.46092 2.45429  0.118
H14 -5.03838 1.13085 -0.07545  0.089
H15 -4.11765 2.34510 -0.93072  0.073
H16 -4.34124 2.49850 0.81526  0.076

Summary:
charge = +1
HOMO energy = -11.261 eV
2S+1 = 1
gap between HOMO and LUMO = 8.4 eV


What should be chosen as the least stable of them? Choose B.


A:
This record from the Open Molecules 2025 dataset describes C5H8N as an isolated structure. The level of theory is wB97M-V/def2-TZVPD.

Last column: Löwdin charge in e.
CARTESIAN COORDINATES (ANGSTROEM)
C1 0.54071 -0.74687 -0.29356  -0.141
C2 -0.12890 0.52895 -0.00951  0.103
C3 1.66699 -0.81286 0.64591  -0.077
C4 1.81645 0.14092 -0.36853  -0.173
C5 -2.95652 0.21409 -0.06992  0.229
N1 0.94608 1.24782 -0.05628  0.108
H1 0.08334 -1.56818 -0.81436  0.146
H2 1.52689 -0.37850 1.68034  0.155
H3 2.12370 -1.81444 0.69248  0.149
H4 2.58430 0.17838 -1.19426  0.193
H5 -3.16083 -0.28055 0.89723  0.037
H6 -3.52817 1.21519 -0.17305  0.064
H7 -2.54860 -0.19430 -1.01198  0.016
H8 1.03456 2.27035 0.07549  0.192

Summary:
charge = +1
HOMO energy (alpha / beta) = -13.366 / -14.157 eV
2S+1 = 1
gap between HOMO and LUMO (alpha / beta) = 6.8 / 9.1 eV


B:
This record from the Open Molecules 2025 dataset describes an isolated ion of composition C5H8N and charge +1. The level of theory is wB97M-V/def2-TZVPD.

Last column: Löwdin charge in e.
CARTESIAN COORDINATES (ANGSTROEM)
C1 1.13885 -1.40786 1.60465  -0.052
C2 0.47347 -0.22770 1.00958  -0.247
C3 -0.91838 -0.02208 0.40376  0.198
N1 -0.63845 0.68914 -0.64134  -0.126
C4 -1.31986 1.36814 -1.60693  -0.003
C5 0.59672 0.07777 -0.50861  0.115
H1 0.93061 -1.33494 2.70577  0.113
H2 2.11397 -1.47369 1.20849  0.082
H3 0.39397 -2.33153 1.36887  0.152
H4 0.81945 0.59683 1.73106  0.194
H5 -2.24885 1.82828 -1.29939  0.119
H6 -1.73443 0.74742 -2.50154  0.164
H7 -0.54875 1.98422 -2.10508  0.132
H8 0.94168 -0.49398 -1.36929  0.161

Summary:
SMILES = C[C@@H]1C2=[N+](C)[C@H]21
charge = +1
HOMO energy (alpha / beta) = -14.739 / -14.738 eV
2S+1 = 1
gap between HOMO and LUMO (alpha / beta) = 9.0 / 9.0 eV


What should be chosen as the least stable of them? Choose A.


A:
This record from the Open Molecules 2025 dataset describes a 2-piece molecular cluster, C5H8N overall. The level of theory is wB97M-V/def2-TZVPD.

Last column: Löwdin charge in e.
CARTESIAN COORDINATES (ANGSTROEM)
C1 1.75087 0.96136 0.47586  0.125
C2 1.22584 -0.32721 0.81652  0.090
C3 1.35503 -0.88392 -0.54229  -0.004
C4 -1.49629 -0.00483 0.41118  -0.067
C5 -1.10936 0.51819 -0.68964  -0.079
N1 1.10743 0.58499 -0.58057  0.132
H1 1.94270 1.80393 0.97623  0.122
H2 2.31161 -1.23694 -0.82085  0.135
H3 0.59279 -1.44643 -0.99391  0.115
H4 -2.04390 -0.95658 0.42863  0.102
H5 0.34347 -0.59869 1.32422  0.103
H6 -1.82942 0.54235 1.24187  0.071
H7 -0.85460 1.51522 -0.69054  0.068
H8 -0.94790 -0.09389 -1.54583  0.088

Summary:
charge = +1
HOMO energy = -14.764 eV
2S+1 = 1
gap between HOMO and LUMO = 9.2 eV


B:
This record from the Open Molecules 2025 dataset describes an isolated ion of composition C5H8N and charge +1. The level of theory is wB97M-V/def2-TZVPD.

Last column: Löwdin charge in e.
CARTESIAN COORDINATES (ANGSTROEM)
C1 1.89416 0.40352 -1.31659  0.130
C2 0.79877 0.03582 -0.71271  -0.138
N1 -0.40384 -0.77865 -0.72458  0.102
C3 -0.14120 -1.43882 0.54895  0.044
C4 -0.26422 0.06613 0.45991  -0.243
C5 -1.18462 1.07325 1.03004  0.006
H1 2.27338 0.02934 -2.30485  0.114
H2 2.41500 1.18496 -0.77106  0.094
H3 -1.05226 -1.00513 -1.51436  0.237
H4 0.89081 -1.64617 0.92487  0.166
H5 -0.91152 -1.81829 1.10849  0.110
H6 -1.06016 1.07661 2.12275  0.099
H7 -2.22711 0.69654 0.66228  0.133
H8 -1.02720 2.12091 0.48686  0.146

Summary:
SMILES = C=C1[N@H+]2C[C@@]12C
charge = +1
HOMO energy = -15.196 eV
2S+1 = 1
gap between HOMO and LUMO = 12.0 eV


C:
This record from the Open Molecules 2025 dataset describes a 2-piece molecular cluster, C5H8N overall. The level of theory is wB97M-V/def2-TZVPD.

Last column: Löwdin charge in e.
CARTESIAN COORDINATES (ANGSTROEM)
C1 0.56288 1.44373 0.09744  0.212
C2 1.07018 0.26478 -0.04407  -0.084
C3 -1.43419 -0.29172 0.82218  -0.024
C4 -1.58379 -0.03781 -0.64406  0.005
C5 1.77388 -0.95043 -0.28601  0.025
N1 -0.47730 0.49091 0.09855  -0.124
H1 1.35155 4.29109 0.08606  0.105
H2 -2.07889 0.25244 1.57738  0.163
H3 -1.22009 -1.25337 1.18645  0.111
H4 -1.14948 -0.88756 -1.21863  0.151
H5 -2.45389 0.51082 -0.96145  0.137
H6 2.78166 -0.84480 0.05819  0.117
H7 1.53483 -1.38507 -1.21208  0.099
H8 1.32266 -1.60299 0.44004  0.107

Summary:
charge = +1
HOMO energy (alpha / beta) = -14.314 / -15.284 eV
2S+1 = 1
gap between HOMO and LUMO (alpha / beta) = 7.2 / 12.0 eV


D:
This record from the Open Molecules 2025 dataset describes C5H8N as an isolated structure. The level of theory is wB97M-V/def2-TZVPD.

Last column: Löwdin charge in e.
CARTESIAN COORDINATES (ANGSTROEM)
C1 0.50644 0.51904 0.89029  0.026
C2 1.65997 0.97597 0.43872  0.078
C3 -0.56217 -0.05974 0.15062  -0.091
C4 1.90814 1.96997 -0.59437  -0.039
C5 -2.76935 -0.26943 -0.13191  -0.001
N1 -1.62345 0.70181 -0.33298  0.002
H1 -0.64286 -1.15066 -0.33870  0.198
H2 2.43250 2.01948 -1.48315  0.040
H3 0.64273 1.67764 -1.18363  0.202
H4 1.69164 3.04121 -0.19114  0.132
H5 -3.02460 -0.03951 0.85744  0.088
H6 -3.49096 0.20310 -0.75111  0.094
H7 -2.42194 -1.22606 -0.31411  0.066
H8 -1.67740 1.77914 -0.33464  0.203

Summary:
charge = +1
HOMO energy (alpha / beta) = -14.577 / -14.577 eV
2S+1 = 1
gap between HOMO and LUMO (alpha / beta) = 8.5 / 8.5 eV


What should be chosen as the least stable of them? Choose C.